(1)
ORCA calculation (wB97M-V/def2-TZVPD) on a molecular structure, C30H36O2P2S2Yb.

CARTESIAN COORDINATES (ANGSTROEM)
H 4.34814 -2.55774 -1.45604
C 5.57849 0.01061 -1.40465
H 5.70341 -0.55333 -0.49176
Yb 1.14538 0.16229 0.18050
C -0.06574 2.91182 0.35975
C -1.13013 4.25970 -2.29251
H 5.68337 1.07020 -1.19328
C -0.49334 -2.37071 0.72753
H 2.01131 2.44651 -0.03189
H -3.00441 -1.12107 -0.26463
C 0.78213 -2.84093 1.08563
C -1.34053 -3.27767 2.78786
C -0.94401 3.68350 1.13750
H 1.63410 -2.61162 0.43197
H 0.04409 -4.34524 4.03626
H 3.04572 -2.36203 -2.66848
H -1.16889 5.06846 2.70099
H -4.64235 3.36262 -3.53552
H -2.91898 1.33001 0.00498
H -1.00494 -0.45311 4.33517
H -0.12920 4.45894 -1.92410
H -1.36749 6.09706 -3.33826
O 3.00077 -0.15476 -0.86311
H -2.01554 3.66350 0.93156
C -1.82903 5.16788 -3.05203
C -2.98698 2.70985 -2.42978
C 4.04053 -2.03573 -2.36225
C -2.32871 -5.09229 -2.23390
H -1.62944 0.65064 0.96678
H 3.49276 0.22387 3.81484
O 1.04574 0.18780 2.34017
H -3.41200 1.74539 -2.19896
H -0.14740 1.08430 4.65684
C -0.45286 4.46671 2.16551
C -2.21272 -0.55469 -0.76404
C -0.09809 -3.79625 3.11138
H 0.07770 -0.31952 5.72699
C -1.52576 -3.88449 -4.12549
C -0.08337 -0.00047 4.70162
C -2.16891 -4.99520 -3.60364
H 6.31538 -0.32137 -2.14202
H -3.68778 5.60921 -4.03112
H 2.81711 3.65041 2.00214
C 1.31775 2.99645 0.62023
H 2.36481 1.38352 4.59393
C 2.61779 0.33025 4.45748
S 1.28259 -0.55092 3.69436
C -3.66739 3.63959 -3.18777
S 3.93869 -0.28218 -2.09190
H -0.47830 -2.05401 -3.66959
H -2.48425 -2.04439 1.46150
H -2.17624 -3.43838 3.44570
H 4.74200 -2.21891 -3.17280
H 1.26813 5.02555 3.33816
C -1.23989 -2.99380 -1.91279
H 1.96520 -3.91150 2.49699
H -1.35056 -3.79141 -5.19198
C 0.89915 4.46055 2.49871
H -2.50451 -5.79358 -4.24973
P -0.73575 1.87694 -0.96897
C -1.70932 3.03333 -1.93952
C -1.95831 0.78644 -0.07555
H -2.04089 -4.19239 -0.31165
C -1.03756 -2.90245 -3.29524
H 2.82750 -0.14954 5.42307
H -2.55275 -0.39569 -1.80242
C -3.11712 4.86763 -3.48540
C 0.97528 -3.57131 2.24587
P -0.70710 -1.61833 -0.91203
C -1.52424 -2.50988 1.64667
C -1.88530 -4.10170 -1.37288
C 1.77960 3.71125 1.72410
H -2.78650 -5.96422 -1.80504

Atoms 1-3, force components in eV/Å:
H 0.06 0.12 0.00
C -0.20 -0.01 -0.24
H -0.11 -0.29 0.22

Results
Total energy = -3952.15789 a.u.
Frontier orbital gap (spin up / spin down) = 8.02 / 6.28 eV
2S+1 = 2
Molecular weight = 727.74 g/mol
Net charge = +3
Energy above the lowest of the compared OMol25 structures with the same formula, charge and spin = 0.000 eV
HOMO energy (spin up / spin down) = -0.590 / -0.590 hartree

(2)
ORCA calculation (wB97M-V/def2-TZVPD) on a molecular structure, C30H37Br30O2P.

CARTESIAN COORDINATES (ANGSTROEM)
C -0.65345 0.31095 -1.21549
C -2.20130 0.68341 0.57703
Br -2.55423 -6.49115 2.78169
C 6.22257 -1.96937 -2.61721
C 3.14340 1.59304 -1.57675
C -5.61542 -0.63632 -2.75612
H -8.04754 1.10355 6.01552
H -9.15503 -2.97632 -4.12861
H 7.70971 10.54606 4.49507
Br 1.53998 8.40424 0.17036
Br -5.69413 -0.46132 4.99387
C 7.24633 -1.93899 0.34821
H 7.69442 -2.35294 1.25596
C -0.94942 0.86177 0.04338
C 1.76127 1.32879 -1.01987
O 1.03048 0.09760 -2.87532
H 4.80616 0.53152 -0.58619
Br -12.59144 -2.80024 -7.83432
C 7.22687 10.25358 3.57300
Br -8.19401 -1.35840 -5.73157
Br -9.14647 -4.37269 -6.16536
H 6.99279 -3.72626 -1.64479
C -4.62503 -2.99274 -1.28971
C -1.42138 5.08643 3.97164
H 6.27501 -2.43337 0.21612
C 4.88762 0.14812 -2.74633
C 1.45470 1.81846 0.18710
H 8.09966 -3.10681 -2.85282
Br -6.92872 1.32541 2.65295
C -5.31303 0.73334 3.52442
H 2.88635 7.59766 2.08008
C -2.83458 -5.62018 1.08544
H 6.96974 -0.00397 -3.22927
H -3.90389 -5.55547 0.93354
C -13.34547 -4.57602 -7.83041
O -0.15726 2.14619 1.87663
C -1.58694 -0.40720 -1.91169
C 8.17385 -2.12640 -0.88612
Br 8.53335 -4.35123 4.43014
Br 9.56256 -5.20126 1.52978
C -8.42735 -3.09223 -4.92016
H 3.60029 2.45191 -1.06957
C 2.78278 -0.86971 3.28544
H 3.02058 1.81999 -2.64454
C 3.05061 7.55195 1.01158
H 7.98808 -6.33780 3.06226
C 6.31928 -0.43581 -2.45692
Br 4.69423 8.48755 0.65055
H -4.84130 1.61058 3.94899
Br -2.15308 -3.81824 1.08653
Br 1.23058 -0.18917 2.35951
Br 6.45588 -4.69134 2.03562
H -4.45935 -2.62314 -0.26649
H -3.91446 -3.81407 -1.43147
H -5.45000 0.20870 -3.43363
Br 4.00335 -1.76381 2.08477
H 6.56988 -0.10286 -1.44712
C 0.73345 0.53624 -1.77781
H -6.13008 -0.31349 -1.83783
Br 8.45586 10.64174 2.13923
Br -12.66270 -5.64455 -9.28193
C 4.09954 0.36215 -1.41034
H 4.30329 -0.59145 -3.30962
Br -8.80228 0.21916 8.19712
H 5.26217 -2.34072 -2.23391
C 8.11613 -5.29617 2.80250
H -5.66574 -3.27296 -1.46517
H 3.30741 -0.01403 3.68803
C 7.41916 -2.79092 -2.05007
C -3.22439 -0.08938 -0.18171
Br 5.60823 11.29107 3.42716
Br -9.82272 2.74628 6.53374
H -6.31455 -1.32082 -3.27891
H -2.39858 1.10233 1.53868
Br -6.79303 2.60420 7.52644
C -2.88312 -0.62151 -1.42752
Br -3.33866 5.30474 3.95376
Br -6.79766 -3.72555 -4.10225
H -1.29192 -0.81401 -2.87905
H 8.54677 -1.13843 -1.19108
Br 3.16870 5.68459 0.53642
C -8.32767 1.59792 6.93689
C 0.09751 1.63220 0.79835
H 2.17045 2.37553 0.79304
Br -4.06131 -0.02660 2.25669
H -1.22125 4.02689 3.87432
Br -13.11466 -5.45417 -6.12728
Br 6.85679 8.36615 3.69959
H 4.95670 1.10795 -3.26873
Br 2.29650 -1.98979 4.77853
H 9.05536 -2.71040 -0.58927
H -4.27015 -0.28175 0.24410
Br -2.11614 -6.65000 -0.37734
P -4.06979 -1.61611 -2.43825
Br -0.65124 5.65904 5.64399
H 7.04812 -0.87518 0.54868
H -14.40961 -4.46784 -7.98809
H 3.48159 -0.51192 -1.16525
H 6.20386 -2.15810 -3.70256
Br -0.58841 5.95376 2.46743

Atoms 1-3, force components in eV/Å:
C 1.22 0.71 0.75
C -1.25 -1.12 -2.09
Br 0.01 0.06 -0.12

Results
Total energy = -78877.36399 a.u.
Frontier orbital gap = 7.03 eV
Molecular weight = 2857.72 g/mol
Net charge = 0
HOMO energy = -0.307 hartree

(3)
ORCA calculation (wB97M-V/def2-TZVPD) on a molecular structure, C30H37Ge2HgN3O4.

CARTESIAN COORDINATES (ANGSTROEM)
H 13.78996 7.02300 12.65719
C 6.65847 15.36121 10.39190
C 6.95622 10.37591 13.59064
N 7.38230 10.56038 9.37339
H 5.26556 9.40090 14.50760
O 10.63666 10.65371 6.28646
Ge 9.22542 11.73639 12.24218
C 6.03118 14.28922 11.02005
H 9.87827 14.30730 10.68861
C 9.96552 10.85521 7.31078
H 13.47249 8.10370 7.42169
H 13.45215 13.48679 12.49884
O 10.61392 8.24488 9.07521
H 12.52967 12.80159 11.10580
C 9.32666 8.62599 15.95029
C 9.48467 6.79652 17.49444
H 12.26031 14.50310 11.64748
H 6.74123 11.01212 10.02118
H 11.04598 5.35976 17.08050
H 13.91747 8.80337 12.87019
H 8.05186 8.42565 17.66425
C 6.79230 13.25343 11.56509
H 11.99072 8.84532 6.69609
C 12.88057 8.22142 9.78470
C 8.02023 12.07287 14.88324
C 10.34454 8.06666 15.16723
C 12.71082 8.21733 11.19575
H 10.07610 15.19677 13.65809
N 11.43440 8.03561 13.05054
H 8.76637 12.86098 14.96111
H 13.90621 8.18549 9.39049
H 6.61489 11.69510 7.76458
N 11.54891 8.46642 11.77508
C 8.41546 10.76064 7.08548
H 11.71282 15.07164 14.42062
O 10.42698 11.11656 8.44280
C 8.86212 7.97632 17.08853
H 14.84382 7.97960 11.56155
C 13.90688 7.98936 12.12750
H 8.91876 9.57781 15.64559
Ge 11.18961 12.92208 13.33514
C 12.23798 11.88513 14.65280
C 12.37873 8.05281 7.38047
H 12.05850 7.06806 6.98046
H 8.18358 11.29276 6.15042
C 7.57914 11.40762 8.20480
C 8.04896 15.37543 10.30752
C 7.16777 11.80815 15.94334
H 5.49224 10.67979 16.66579
H 8.04778 12.34848 8.54687
H 7.27630 12.35751 16.87797
O 10.15785 9.87402 13.68132
C 6.17814 10.83878 15.82193
C 11.85894 8.21991 8.80998
C 10.99184 6.91444 15.59144
H 11.61563 11.61212 15.53840
C 10.74348 14.54195 14.27020
H 6.28126 12.46292 12.11818
H 11.79664 6.50331 14.98346
C 7.92362 11.35148 13.70180
C 12.47286 13.46821 11.98409
C 8.79209 14.31216 10.79801
H 6.05930 16.18690 10.00282
H 13.07096 12.54926 14.95720
H 8.11571 9.71168 6.94196
C 10.55831 6.29201 16.76431
C 6.06043 10.13339 14.63160
C 8.18063 13.23872 11.44154
C 10.62891 8.71077 13.84291
H 7.01500 9.63787 9.11905
H 4.93711 14.25216 11.08553
H 12.62939 10.96711 14.19984
H 9.16876 6.28168 18.41440
Hg 9.96706 9.91425 10.48274
H 6.87022 9.78562 12.67087
H 10.28959 14.39106 15.27383
H 8.55602 16.20528 9.82434

Atoms 1-3, force components in eV/Å:
H 0.07 0.52 -0.13
C -0.13 0.04 0.14
C -0.70 -0.52 -0.09

Results
Total energy = -5937.88158 a.u.
Frontier orbital gap (spin up / spin down) = 5.27 / 5.27 eV
Molecular weight = 849.45 g/mol
Net charge = -2
Energy above the lowest of the compared OMol25 structures with the same formula, charge and spin = 0.000 eV
HOMO energy (spin up / spin down) = -0.027 / -0.027 hartree